{
  "formula": "C4H13N2O",
  "method": "ωB97M-V/def2-TZVPD",
  "homo_lumo_gap_ev": 8.66,
  "largest_force_ha_per_bohr": 0.0548,
  "relative_energy_kcal_mol": 61.2,
  "e_lumo_ev": -3.1,
  "charge": 1,
  "symbols": ["C", "C", "C", "C", "N", "N", "H", "H", "H", "H", "H", "H", "H", "H", "H", "H", "H", "H", "H", "O"],
  "positions_angstrom": [[-0.3200, -0.9400, 1.7333], [0.8948, -1.0380, 0.7963], [1.2329, 0.3908, 0.4502], [1.1360, 0.9829, -0.7611], [0.6448, 2.2167, -1.0770], [-1.5197, -0.3968, 0.9396], [-0.7549, -1.8884, 2.0821], [-0.2372, -0.3468, 2.6273], [0.7887, -1.8253, 0.0537], [1.6110, -1.4233, 1.5370], [1.4847, 1.0495, 1.2720], [1.6929, 0.5667, -1.6157], [0.0295, 2.6799, -0.4218], [1.0644, 2.8388, -1.7449], [-2.4102, -0.6643, 1.3519], [-1.5404, -0.7670, -0.0266], [-1.4007, 0.6139, 0.9570], [-1.4142, -1.2070, -2.6999], [-0.5620, -0.3427, -1.8336], [-1.2277, -1.0309, -1.7793]],
  "mulliken_charge": [-0.79, -0.53, -0.52, -0.33, -0.36, -0.17, 0.38, 0.42, 0.37, 0.30, 0.39, 0.46, 0.20, 0.22, 0.40, 0.23, 0.34, 0.34, 0.31, -0.67]
}